# 1
Entry from OMol25: a structure of composition C2H5N3OS at a distorted geometry (the ωB97M-V functional and the def2-TZVPD basis).

Structure (XYZ):
```
12
Properties=species:S:1:pos:R:3:lowdin_charge:R:1
C -0.160 0.661 -0.265 -0.498
C 1.417 0.650 0.227 -0.067
H -2.894 0.402 1.250 0.038
H -0.388 -1.380 0.093 0.054
H -1.557 1.732 -0.431 -0.007
H 1.834 1.598 0.539 0.113
H 2.162 -2.210 -0.515 0.065
N -0.848 -0.507 -0.219 -0.417
N -0.569 1.817 -0.430 0.132
N 2.114 -0.346 0.101 0.041
O 1.442 -1.641 -0.308 -0.090
S -2.552 -0.775 -0.043 0.635
```

energy relative to the best compared isomer or geometry (same formula, charge and spin): 126.7 kcal per mole
charge: 0
Kohn-Sham gap: 9.00 eV
highest occupied orbital energy: -9.22 eV
E: -716.73888 hartree

# 2
Entry from OMol25: a structure of composition C4H8IP at a distorted geometry (the ωB97M-V functional and the def2-TZVPD basis).

Structure (XYZ):
```
14
Properties=species:S:1:pos:R:3:lowdin_charge:R:1
C 0.782 0.726 -0.178 -0.378
C 0.832 -0.323 0.572 -0.186
C 2.016 1.406 -0.697 -0.113
C -2.112 -1.728 0.016 -0.460
P -1.199 -1.128 1.534 0.449
I -2.085 1.139 1.721 0.355
H -0.042 1.454 -0.231 0.023
H 1.846 -0.745 0.668 0.052
H 1.926 2.458 -0.482 0.069
H 2.981 1.113 -0.391 0.054
H 1.905 1.157 -1.763 0.084
H -1.969 -0.974 -0.743 0.002
H -3.161 -1.789 0.184 0.001
H -1.721 -2.766 -0.209 0.048
```

energy relative to the best compared isomer or geometry (same formula, charge and spin): 25.0 kcal per mole
charge: 0
Kohn-Sham gap: 9.00 eV
highest occupied orbital energy: -8.77 eV
E: -796.17379 hartree

# 3
Entry from OMol25: a cluster of 3 separate species, C36H82O14P4 in total at a distorted geometry (the ωB97M-V functional and the def2-TZVPD basis).

Structure (XYZ):
```
136
Properties=species:S:1:pos:R:3:lowdin_charge:R:1
C 6.531 -2.754 2.324 -0.130
C 6.829 -1.368 3.040 -0.253
C 6.821 -0.122 2.039 -0.222
C 6.041 1.110 2.689 -0.217
C 6.034 2.393 1.762 -0.202
C 4.560 2.823 1.284 -0.188
C 4.040 4.081 2.094 -0.202
C 3.490 5.266 1.193 -0.217
C 2.570 4.822 -0.006 -0.212
C 1.082 4.443 0.391 -0.219
C 0.478 5.276 1.588 -0.208
C -1.022 4.804 1.810 -0.209
C -2.098 5.958 1.726 -0.204
C -3.542 5.447 1.272 -0.196
C -4.566 5.433 2.495 -0.210
C -5.940 4.733 2.105 -0.232
C -6.782 4.284 3.356 -0.208
C -6.147 3.102 4.203 -0.201
C -5.131 2.179 3.418 -0.213
C -5.278 0.663 3.938 -0.147
C -4.326 -0.227 3.008 -0.186
O -5.043 -1.259 2.315 -0.159
C -5.846 -0.767 1.258 -0.410
P -4.937 -0.442 -0.364 0.772
O -4.022 -1.568 -0.828 -0.455
C -7.016 -1.828 0.969 -0.334
O -8.122 -1.641 1.863 -0.202
C -9.014 -0.610 1.400 -0.086
P -6.461 -3.618 1.187 0.647
O -5.005 -3.867 0.867 -0.302
O -6.757 -4.040 2.778 -0.136
O -7.395 -4.516 0.091 -0.177
H 7.208 -3.538 2.768 0.064
H 5.468 -3.070 2.529 0.069
H 6.704 -2.751 1.218 0.066
H 7.796 -1.464 3.595 0.099
H 6.003 -1.195 3.788 0.095
H 7.908 0.137 1.862 0.111
H 6.392 -0.401 1.041 0.104
H 5.027 0.723 2.970 0.102
H 6.623 1.353 3.630 0.112
H 6.611 2.116 0.827 0.102
H 6.596 3.239 2.232 0.099
H 3.886 1.945 1.513 0.107
H 4.655 3.004 0.178 0.097
H 3.281 3.846 2.887 0.102
H 4.939 4.497 2.642 0.100
H 3.041 6.035 1.871 0.099
H 4.402 5.755 0.728 0.112
H 2.495 5.717 -0.698 0.109
H 2.979 3.986 -0.628 0.092
H 0.444 4.687 -0.511 0.099
H 0.967 3.323 0.524 0.116
H 1.063 5.018 2.513 0.098
H 0.568 6.376 1.346 0.119
H -1.065 4.281 2.806 0.111
H -1.283 4.048 1.018 0.093
H -1.744 6.774 1.029 0.106
H -2.193 6.438 2.742 0.108
H -3.953 6.129 0.479 0.110
H -3.468 4.389 0.896 0.097
H -4.129 4.965 3.415 0.105
H -4.814 6.513 2.710 0.115
H -6.548 5.529 1.573 0.112
H -5.800 3.925 1.326 0.096
H -7.818 3.996 3.025 0.103
H -6.925 5.155 4.064 0.112
H -6.984 2.426 4.558 0.104
H -5.665 3.505 5.131 0.109
H -5.328 2.124 2.309 0.091
H -4.066 2.467 3.629 0.113
H -6.356 0.390 3.725 0.109
H -5.045 0.566 5.026 0.116
H -3.577 -0.735 3.684 0.135
H -3.707 0.426 2.319 0.119
H -6.398 0.193 1.519 0.123
H -5.925 -0.230 -1.392 0.030
H -4.141 0.759 -0.336 0.017
H -7.301 -1.696 -0.112 0.115
H -10.077 -0.986 1.410 0.104
H -8.714 -0.181 0.406 0.096
H -8.935 0.244 2.142 0.095
H -6.776 -5.015 2.815 0.082
H -6.731 -4.790 -0.570 0.073
C -2.186 -0.348 -2.847 -0.098
C -2.427 -0.695 -4.307 -0.280
O -2.567 0.465 -5.125 -0.223
P -1.229 1.378 -5.438 0.682
O -0.580 0.505 -6.510 -0.232
O -1.917 2.494 -6.463 -0.235
C -1.389 2.687 -7.774 -0.310
C -2.117 1.825 -8.792 -0.076
O -1.669 2.415 -4.156 -0.211
C -0.638 3.278 -3.656 -0.296
C -0.162 4.288 -4.687 -0.080
H -1.207 0.126 -2.714 0.068
H -2.214 -1.245 -2.231 0.061
H -2.939 0.353 -2.485 0.053
H -1.620 -1.326 -4.692 0.110
H -3.357 -1.258 -4.395 0.119
H -0.314 2.500 -7.789 0.099
H -1.525 3.741 -8.029 0.114
H -2.262 0.803 -8.441 0.073
H -1.567 1.796 -9.736 0.077
H -3.112 2.231 -8.986 0.074
H 0.198 2.668 -3.300 0.112
H -1.056 3.804 -2.796 0.112
H 0.375 3.795 -5.503 0.070
H 0.516 5.012 -4.231 0.078
H -1.006 4.821 -5.128 0.087
C 4.713 -7.598 2.464 -0.086
C 6.188 -7.393 2.162 -0.293
O 6.543 -7.895 0.877 -0.231
P 6.027 -7.073 -0.461 0.691
O 7.089 -5.978 -0.394 -0.226
O 6.778 -8.014 -1.609 -0.232
C 7.678 -7.423 -2.545 -0.306
C 9.113 -7.500 -2.051 -0.075
O 4.737 -8.191 -0.520 -0.213
C 3.613 -7.816 -1.334 -0.290
C 3.966 -7.706 -2.808 -0.084
H 4.090 -6.982 1.810 0.063
H 4.491 -7.325 3.498 0.077
H 4.425 -8.638 2.302 0.081
H 6.456 -6.334 2.235 0.099
H 6.787 -7.936 2.893 0.117
H 7.386 -6.395 -2.766 0.101
H 7.588 -7.980 -3.482 0.115
H 9.205 -7.219 -1.001 0.072
H 9.760 -6.850 -2.645 0.077
H 9.485 -8.523 -2.133 0.075
H 3.203 -6.871 -0.966 0.111
H 2.851 -8.585 -1.198 0.120
H 4.633 -6.859 -2.992 0.069
H 3.067 -7.559 -3.409 0.081
H 4.479 -8.605 -3.153 0.086
```

charge: 0
Kohn-Sham gap: 8.26 eV
highest occupied orbital energy: -9.59 eV
structure (SMILES): CCCCCCCCCCCCCCCCCCCCCO[C@@H]([PH2]=O)[C@H](OC)P(=O)(O)O.CCOP(=O)(OCC)OCC.CCOP(=O)(OCC)OCC
E: -3839.53880 hartree

# 4
Entry from OMol25: a structure of composition C3H8EuO2 at a distorted geometry (the ωB97M-V functional and the def2-TZVPD basis).

Structure (XYZ):
```
14
Properties=species:S:1:pos:R:3:lowdin_charge:R:1
C 2.098 0.911 0.479 -0.019
C 1.245 -0.318 0.479 -0.275
O -0.115 -0.069 0.594 -0.374
Eu -1.596 0.941 2.358 1.903
H 1.543 1.794 0.141 0.096
H 2.970 0.748 -0.166 0.109
H 2.429 1.094 1.511 0.101
H 1.562 -1.142 1.131 0.154
O 0.948 -1.167 -1.059 -0.184
H -0.368 -0.670 -0.496 0.277
C 1.361 -0.579 -2.282 -0.095
H 1.168 -1.318 -3.066 0.110
H 0.805 0.347 -2.496 0.097
H 2.435 -0.343 -2.278 0.101
```

multiplicity: 8
energy relative to the best compared isomer or geometry (same formula, charge and spin): 36.2 kcal per mole
<S²>: 15.7587
charge: +2
Kohn-Sham gap (spin up / spin down): 7.30 / 7.54 eV
highest occupied orbital energy (spin up / spin down): -17.29 / -17.30 eV
E: -979.17405 hartree